Entry from the OMol25 dataset: C21H46NOP3STl as an isolated structure at a distorted geometry (ωB97M-V with the def2-TZVPD basis set).

Results
orbital gap (spin up / spin down): 0.1451 / 0.1007 Ha
maximum force: 2.846 eV Å⁻¹
2S+1: 1
M: 657.98 g mol⁻¹
electronic energy: -69426.25860 eV
charge: +3
LUMO (spin up / spin down): -0.4227 / -0.4675 Ha

Atoms and positions in Å:
Tl -0.260 -0.271 0.161
P 1.682 1.712 1.137
P -1.980 0.848 2.248
P -1.445 2.329 -1.131
H 0.352 -5.084 -7.806
C 0.552 -4.084 -8.200
C 1.802 -3.605 -8.290
H 2.665 -4.196 -7.969
C 3.095 0.676 1.729
C 1.335 2.843 2.559
C 2.616 2.745 -0.066
C -3.542 -0.095 1.983
C -1.540 0.216 3.919
C -2.410 2.590 2.656
C -0.999 2.470 -2.922
C -1.396 4.097 -0.590
C -3.266 1.984 -1.234
H -0.308 -3.506 -8.550
H 2.009 -2.620 -8.720
H 3.133 -0.186 1.052
H 2.929 0.287 2.738
H 4.063 1.199 1.715
H 0.795 2.317 3.365
H 0.697 3.671 2.217
H 2.259 3.264 2.972
H 3.117 2.096 -0.800
H 3.371 3.336 0.462
H 1.929 3.412 -0.607
H -4.232 0.022 2.826
H -3.261 -1.158 1.883
H -4.013 0.227 1.041
H -2.157 0.564 4.777
H -0.523 0.605 4.046
H -1.526 -0.875 3.909
H -2.962 2.633 3.604
H -3.002 3.040 1.850
H -1.470 3.166 2.764
H -1.548 3.279 -3.436
H -1.202 1.518 -3.432
H 0.078 2.664 -2.995
H -2.189 4.698 -1.052
H -0.423 4.543 -0.847
H -1.511 4.139 0.508
H -3.742 2.557 -2.039
H -3.786 2.199 -0.286
H -3.381 0.909 -1.444
C 0.402 -1.000 -3.122
C -0.977 -1.311 -3.118
C -1.495 -2.255 -3.983
C -0.666 -2.925 -4.898
C 0.707 -2.629 -4.900
C 1.235 -1.701 -4.024
S 1.161 0.171 -2.165
H -1.907 -0.861 -0.371
H -1.646 -0.831 -2.398
H -2.567 -2.487 -3.973
H -1.085 -3.657 -5.598
H 1.366 -3.124 -5.612
H 2.301 -1.481 -4.029
C 1.922 -2.633 5.344
N 1.667 -1.557 4.402
C 1.724 -0.200 4.918
C 1.150 -1.776 3.182
C 1.098 -3.174 2.641
O 0.758 -0.808 2.486
H 1.271 -2.574 6.236
H 2.959 -2.630 5.702
H 1.720 -3.599 4.842
H 2.141 0.473 4.150
H 0.718 0.123 5.206
H 2.370 -0.220 5.805
H 0.745 -3.092 1.608
H 2.106 -3.626 2.706
H 0.420 -3.791 3.255

These are the Mulliken partial charges, in e, on atoms 1 to 8: atom 1 (Tl): 0.828, atom 2 (P): 1.103, atom 3 (P): 0.738, atom 4 (P): 0.963, atom 5 (H): 0.297, atom 6 (C): -0.602, atom 7 (C): -0.516, atom 8 (H): 0.306

---

Entry from the OMol25 dataset: one molecule with the formula C22H18N2O9S at a distorted geometry (ωB97M-V with the def2-TZVPD basis set).

Results
orbital gap: 0.2753 Ha
maximum force: 1.157 eV Å⁻¹
2S+1: 1
M: 486.46 g mol⁻¹
electronic energy: -55346.26039 eV
SMILES: COc1ccc(C(=O)COC(=O)c2ccccc2NS(=O)(=O)c2ccc(O)c([N+](=O)[O-])c2)cc1
LUMO: -0.0412 Ha

Atoms and positions in Å:
C -1.322 -0.742 -4.210
O -2.316 -0.091 -3.444
C -1.932 0.762 -2.477
C -2.958 1.270 -1.669
C -2.678 2.118 -0.626
C -1.360 2.505 -0.362
C -0.972 3.299 0.814
O -0.024 4.046 0.847
C -1.823 3.093 2.081
O -2.493 1.841 2.106
C -1.716 0.772 1.907
O -0.496 0.853 1.928
C -2.471 -0.445 1.588
C -3.866 -0.462 1.675
C -4.586 -1.552 1.239
C -3.921 -2.642 0.687
C -2.546 -2.655 0.602
C -1.802 -1.570 1.065
N -0.424 -1.615 1.026
S 0.415 -2.359 -0.223
O 0.423 -3.774 -0.021
O -0.050 -1.869 -1.489
C 2.028 -1.678 0.126
C 2.927 -2.374 0.928
C 4.142 -1.812 1.238
C 4.496 -0.538 0.760
O 5.679 -0.055 1.101
C 3.569 0.143 -0.063
N 3.859 1.429 -0.617
O 3.053 1.929 -1.361
O 4.926 1.952 -0.313
C 2.337 -0.438 -0.367
C -0.350 2.056 -1.214
C -0.623 1.186 -2.249
H -1.861 -1.425 -4.864
H -0.758 -0.028 -4.818
H -0.646 -1.305 -3.562
H -3.971 0.965 -1.881
H -3.490 2.498 -0.024
H -2.607 3.852 2.131
H -1.159 3.198 2.946
H -4.368 0.398 2.088
H -5.662 -1.555 1.314
H -4.485 -3.489 0.327
H -2.016 -3.495 0.183
H -0.017 -0.728 1.332
H 2.647 -3.352 1.285
H 4.860 -2.324 1.857
H 5.797 0.846 0.710
H 1.632 0.089 -0.992
H 0.661 2.393 -1.038
H 0.183 0.842 -2.876

These are the Mulliken partial charges, in e, on atoms 1 to 8: atom 1 (C): -0.655, atom 2 (O): -0.481, atom 3 (C): 0.843, atom 4 (C): -0.729, atom 5 (C): -0.198, atom 6 (C): -0.239, atom 7 (C): 0.457, atom 8 (O): -0.610

---

Entry from the OMol25 dataset: C27H51BeNO2Si2 as an isolated structure at a distorted geometry (ωB97M-V with the def2-TZVPD basis set).

Results
orbital gap: 0.1803 Ha
maximum force: 4.839 eV Å⁻¹
2S+1: 1
M: 486.89 g mol⁻¹
electronic energy: -50565.85712 eV
LUMO: -0.0046 Ha

Atoms and positions in Å:
O 2.601 1.893 1.134
O 3.043 2.759 -0.956
C 2.148 2.750 2.247
C 1.277 1.996 3.220
H 1.595 3.567 1.772
H 3.037 3.153 2.756
H 0.402 1.547 2.738
H 0.918 2.699 3.977
H 1.831 1.231 3.770
C 3.415 0.710 1.516
C 4.858 0.971 1.191
H 3.005 -0.143 0.962
H 3.237 0.532 2.584
H 4.996 1.281 0.148
H 5.422 0.048 1.359
H 5.237 1.764 1.845
C 2.818 1.863 -2.127
C 2.639 4.167 -1.095
C 2.204 0.538 -1.765
H 3.807 1.769 -2.593
H 2.160 2.408 -2.814
H 2.597 0.094 -0.845
H 2.365 -0.187 -2.580
H 1.114 0.638 -1.672
C 3.775 5.077 -0.711
H 1.755 4.307 -0.458
H 2.354 4.312 -2.146
H 3.996 5.037 0.366
H 3.465 6.095 -0.968
H 4.678 4.835 -1.283
H 2.948 2.370 0.099
Be -1.553 -1.111 -0.006
C -1.664 0.450 0.293
Si -2.237 1.973 -0.670
H -0.571 0.651 0.375
H -2.044 0.628 1.321
C -1.505 3.369 0.399
C -4.098 2.100 -0.785
C -1.419 2.222 -2.348
C -3.194 -1.399 0.360
Si -3.663 -3.141 0.786
H -3.696 -1.051 -0.566
H -3.611 -0.770 1.175
C -5.521 -3.246 0.546
C -3.265 -3.439 2.601
C -2.785 -4.407 -0.283
H -2.163 2.485 -3.111
H -0.878 1.337 -2.706
H -0.706 3.059 -2.295
H -2.127 3.572 1.283
H -1.398 4.294 -0.187
H -0.503 3.079 0.757
H -4.590 1.845 0.165
H -4.514 1.439 -1.556
H -4.400 3.126 -1.038
H -3.149 -2.492 3.145
H -2.342 -4.019 2.730
H -4.094 -3.996 3.059
H -1.884 -4.792 0.214
H -2.478 -3.989 -1.251
H -3.466 -5.250 -0.468
H -5.986 -3.770 1.390
H -5.765 -3.781 -0.379
H -5.950 -2.237 0.485
C 0.910 -2.800 2.800
C 1.680 -3.622 1.967
C 1.470 -3.540 0.591
C 0.496 -2.684 0.089
N -0.315 -1.954 0.913
C -0.059 -1.967 2.248
C 0.181 -2.509 -1.337
C 0.855 -3.205 -2.384
C 0.466 -2.951 -3.711
C -0.557 -2.046 -3.970
C -1.227 -1.387 -2.911
C -0.874 -1.652 -1.603
H 1.032 -2.813 3.884
H 2.406 -4.321 2.375
H 2.007 -4.172 -0.115
H -0.661 -1.292 2.861
H 1.623 -3.926 -2.143
H 0.968 -3.480 -4.524
H -0.853 -1.825 -5.000
H -2.023 -0.672 -3.136

These are the Mulliken partial charges, in e, on atoms 1 to 8: atom 1 (O): 0.314, atom 2 (O): -0.090, atom 3 (C): -0.320, atom 4 (C): -1.166, atom 5 (H): 0.365, atom 6 (H): 0.274, atom 7 (H): 0.078, atom 8 (H): 0.440